{
  "formula": "C4H24NO9",
  "method": "ωB97M-V with the def2-TZVPD basis set",
  "e_tot_ev": -24450.545,
  "de_lowest_kj_mol": 0.0,
  "gap_ha": 0.400,
  "e_lumo_ev": -2.28,
  "charge": 1,
  "symbols": ["C", "O", "C", "C", "C", "O", "N", "H", "H", "H", "H", "H", "H", "H", "H", "H", "H", "H", "H", "O", "H", "H", "O", "H", "H", "O", "H", "H", "O", "H", "H", "O", "H", "H", "O", "H", "H", "O"],
  "positions_angstrom": [[1.39657, -0.27058, 3.09451], [2.67822, 0.35254, 3.14781], [0.89840, -0.20496, 1.65558], [-0.56255, -0.62796, 1.54716], [-1.17866, -0.49505, 0.15360], [-0.72635, 0.28444, -0.67943], [1.14911, 1.20294, 1.18034], [0.75958, 0.31739, 3.76113], [1.43197, -1.29688, 3.46066], [3.39697, -0.28223, 3.19474], [1.50303, -0.81238, 0.97805], [-1.20868, -0.08194, 2.24545], [-0.62269, -1.66801, 1.85846], [-2.07844, -1.07447, -0.08581], [0.38003, 1.82639, 1.45731], [2.00673, 1.56890, 1.59854], [1.15593, 1.26704, 0.16125], [-0.43419, 3.17357, -0.58591], [-1.15535, 4.30464, 0.25535], [-0.89317, 3.37745, 0.25975], [0.64583, -2.08543, -1.31473], [-0.44741, -3.04515, -0.72248], [0.15898, -2.30563, -0.48872], [1.36473, 3.25088, -2.22634], [0.55042, 1.92848, -2.30729], [0.82798, 2.65799, -1.70392], [1.02044, -0.71429, -3.08092], [1.73200, -2.02415, -3.56185], [1.45747, -1.53486, -2.77765], [-2.05943, 2.12376, 0.78490], [-3.51563, 1.60276, 0.92940], [-2.59433, 1.35360, 1.09286], [-0.85279, 0.74434, -3.91937], [-0.57756, 0.36381, -2.40502], [-0.14213, 0.61472, -3.25813], [-2.19465, -4.45097, -1.91754], [-1.54679, -5.09764, -0.68706], [-1.72356, -4.24305, -1.09466]],
  "forces_ev_per_angstrom": [[0.6, 0.2, 0.0], [0.0, 0.2, 0.1], [-0.2, -0.2, -0.3], [-0.4, 0.1, -0.3], [0.8, 0.4, -0.3], [0.1, -0.1, 0.4], [-1.0, 0.5, 0.2], [-0.2, -0.1, -0.1], [-0.1, 0.0, -0.1], [-0.1, -0.2, 0.0], [0.0, -0.2, 0.3], [0.2, 0.1, -0.2], [0.0, -0.1, -0.1], [0.1, 0.0, 0.3], [0.1, 0.1, 0.0], [0.2, -0.2, -0.1], [0.1, 0.0, -0.2], [0.0, 0.3, 0.2], [0.1, -0.1, -0.1], [0.1, -0.2, 0.1], [-0.2, -0.2, 0.2], [0.4, 0.4, 0.0], [-0.1, -0.7, -0.2], [0.2, 0.2, -0.2], [0.1, 0.5, 0.0], [-0.2, -0.7, 0.2], [0.1, -0.4, -0.2], [-0.1, 0.1, 0.1], [0.1, 0.1, -0.1], [-0.4, -0.3, 0.0], [0.3, -0.1, 0.1], [-0.4, 0.6, 0.0], [0.6, -0.1, 0.6], [-0.2, 0.1, -0.3], [-0.7, 0.1, -0.2], [0.2, 0.1, 0.3], [0.0, 0.0, 0.0], [-0.3, -0.3, -0.3]]
}